(1)
ORCA calculation (wB97M-V/def2-TZVPD) on one molecule with the formula C10H14N2O.

Summary:
Expectation value of S²: 2.04
E, eV: -15618.8102
ΔE to the lowest compared entry with this formula, charge and spin, kcal per mole: 0.0
Maximum force, eV/Å: 6.5
Molar mass, g mol⁻¹: 178.24
Frontier orbital gap (spin up / spin down), eV: 5.913 / 7.951

ORCA input file:
```
! RIJCOSX wB97M-V def2-TZVPD def2/J DEFGRID3
* xyz 0 3
C 0.025 2.562 0.859
C -1.376 2.397 0.653
C 0.785 1.462 0.994
C -1.838 1.272 0.205
C 0.371 0.248 0.507
C -1.056 0.044 0.098
C 2.497 -0.834 0.188
C 0.864 -2.021 1.253
C -2.928 -1.308 -0.663
C 2.532 0.973 -1.495
N 1.275 -0.790 0.618
N -1.533 -1.194 -0.075
O 3.194 0.226 -0.520
H 0.465 3.415 1.260
H -2.100 3.202 0.666
H 1.788 1.688 1.274
H -2.853 1.054 -0.106
H 3.162 -1.580 0.551
H 0.350 -2.681 0.524
H 1.693 -2.426 1.723
H 0.061 -1.882 2.039
H -3.515 -1.064 0.196
H -2.996 -0.733 -1.563
H -2.990 -2.389 -0.707
H 1.989 0.278 -2.235
H 3.344 1.372 -2.019
H 1.951 1.788 -1.115
*
```

Atomic partial charges in e from the Löwdin method, atoms 1 to 8: atom 1 (C): -0.053, atom 2 (C): -0.096, atom 3 (C): -0.062, atom 4 (C): -0.057, atom 5 (C): -0.138, atom 6 (C): -0.211, atom 7 (C): -0.138, atom 8 (C): -0.049


(2)
ORCA calculation (wB97M-V/def2-TZVPD) on an isolated ion of composition C4H10NO2 and charge -1.

Summary:
Structure (SMILES): [O-]CCCNCO
E, eV: -9894.5693
ΔE to the lowest compared entry with this formula, charge and spin, kcal per mole: 66.3
Maximum force, eV/Å: 3.3
Molar mass, g mol⁻¹: 104.13
Frontier orbital gap, eV: 7.455

ORCA input file:
```
! RIJCOSX wB97M-V def2-TZVPD def2/J DEFGRID3
* xyz -1 1
O 0.740 -0.547 1.590
C -0.591 -0.443 1.903
C -1.549 -0.525 0.689
C -1.332 0.522 -0.476
N -0.320 0.196 -1.470
C 1.063 0.748 -1.263
O 2.004 -0.194 -0.911
H -0.908 0.497 2.423
H -0.825 -1.331 2.540
H -2.594 -0.432 0.986
H -1.304 -1.477 0.222
H -2.327 0.537 -0.934
H -1.137 1.544 -0.121
H -0.293 -0.784 -1.673
H 0.966 1.508 -0.504
H 1.398 1.173 -2.234
H 1.659 -0.238 0.111
*
```

Atomic partial charges in e from the Löwdin method, atoms 1 to 8: atom 1 (O): -0.349, atom 2 (C): -0.496, atom 3 (C): -0.203, atom 4 (C): -0.258, atom 5 (N): -0.063, atom 6 (C): -0.367, atom 7 (O): -0.134, atom 8 (H): 0.077


(3)
ORCA calculation (wB97M-V/def2-TZVPD) on one molecule with the formula C25H25N3O.

Summary:
Structure (SMILES): CC(C)[C@@H](NC(=O)C(c1ccccc1)c1ccccc1)c1nc2ccccc2[nH]1
E, eV: -32850.5771
ΔE to the lowest compared entry with this formula, charge and spin, kcal per mole: 0.0
Maximum force, eV/Å: 0.8
Molar mass, g mol⁻¹: 383.49
Frontier orbital gap, eV: 9.133

ORCA input file:
```
! RIJCOSX wB97M-V def2-TZVPD def2/J DEFGRID3
* xyz 0 1
C -0.980 -1.250 -4.181
C -1.903 -1.167 -2.966
C -2.760 0.096 -3.019
C -1.078 -1.272 -1.677
N -0.228 -0.101 -1.482
C 0.853 -0.154 -0.678
O 1.273 -1.201 -0.222
C 1.484 1.205 -0.368
C 1.249 1.464 1.111
C 2.248 1.945 1.945
C 1.995 2.159 3.290
C 0.745 1.891 3.819
C -0.262 1.426 2.991
C -0.013 1.223 1.646
C 2.934 1.191 -0.777
C 3.396 2.075 -1.743
C 4.722 2.054 -2.139
C 5.599 1.143 -1.577
C 5.143 0.254 -0.618
C 3.820 0.277 -0.217
C -1.899 -1.448 -0.434
N -3.140 -1.102 -0.248
C -3.406 -1.365 1.073
C -4.569 -1.182 1.812
C -4.535 -1.516 3.149
C -3.379 -2.019 3.752
C -2.215 -2.212 3.037
C -2.242 -1.882 1.692
N -1.304 -1.936 0.697
H -0.436 -2.191 -4.192
H -1.559 -1.178 -5.098
H -0.256 -0.438 -4.166
H -2.576 -2.030 -2.968
H -3.451 0.031 -3.855
H -3.332 0.189 -2.101
H -2.151 0.987 -3.167
H -0.397 -2.130 -1.751
H -0.636 0.787 -1.726
H 0.962 1.983 -0.939
H 3.228 2.154 1.545
H 2.783 2.534 3.926
H 0.554 2.049 4.870
H -1.244 1.215 3.388
H -0.815 0.872 1.012
H 2.716 2.790 -2.187
H 5.069 2.750 -2.888
H 6.634 1.126 -1.886
H 5.823 -0.461 -0.178
H 3.462 -0.421 0.523
H -5.460 -0.791 1.345
H -5.421 -1.385 3.752
H -3.401 -2.262 4.804
H -1.320 -2.599 3.502
H -0.325 -2.174 0.772
*
```

Atomic partial charges in e from the Löwdin method, atoms 1 to 8: atom 1 (C): -0.068, atom 2 (C): -0.371, atom 3 (C): -0.072, atom 4 (C): -0.210, atom 5 (N): 0.145, atom 6 (C): -0.445, atom 7 (O): 0.070, atom 8 (C): -0.136


(4)
ORCA calculation (wB97M-V/def2-TZVPD) on a 7-piece molecular cluster, C41H100OSi2 overall.

Summary:
Structure (SMILES): C[Si](C)(C)OCC[SiH3].CCCCCC.CCCCCC.CCCCCC.CCCCCC.CCCCCC.CCCCCC
E, eV: -61945.2559
Maximum force, eV/Å: 0.3
Molar mass, g mol⁻¹: 665.42
Frontier orbital gap, eV: 10.577

ORCA input file:
```
! RIJCOSX wB97M-V def2-TZVPD def2/J DEFGRID3
* xyz 0 1
C -2.645 -1.587 8.927
Si -2.546 -0.376 7.520
C -1.939 1.273 8.134
C -1.471 -1.028 6.164
O -4.046 -0.175 6.848
C -5.278 -0.430 7.501
C -6.407 -0.119 6.535
Si -6.324 1.655 5.932
H -1.630 -1.768 9.304
H -3.065 -2.552 8.630
H -3.247 -1.197 9.752
H -0.895 1.440 7.850
H -2.544 2.069 7.688
H -2.000 1.371 9.222
H -0.526 -1.421 6.549
H -1.247 -0.230 5.446
H -1.982 -1.831 5.627
H -5.343 0.192 8.404
H -5.317 -1.478 7.822
H -6.314 -0.768 5.653
H -7.368 -0.345 7.007
H -5.800 2.511 7.024
H -7.674 2.151 5.564
H -5.442 1.794 4.756
C 1.021 2.487 0.374
C 0.161 1.243 0.172
C -0.965 1.108 1.192
C -0.502 0.993 2.644
C 0.439 -0.177 2.925
C -0.175 -1.541 2.627
H 1.532 2.477 1.338
H 1.785 2.554 -0.403
H 0.413 3.393 0.323
H 0.796 0.351 0.196
H -0.276 1.269 -0.828
H -1.582 0.242 0.934
H -1.621 1.980 1.106
H -1.389 0.891 3.279
H -0.019 1.924 2.951
H 0.736 -0.141 3.977
H 1.364 -0.063 2.350
H -1.089 -1.684 3.207
H 0.513 -2.348 2.883
H -0.431 -1.651 1.571
C 3.168 -2.157 -0.877
C 4.241 -1.538 0.014
C 4.117 -0.023 0.153
C 4.242 0.751 -1.156
C 5.542 0.529 -1.923
C 6.794 0.978 -1.180
H 3.226 -1.784 -1.902
H 3.263 -3.243 -0.919
H 2.169 -1.924 -0.498
H 5.232 -1.801 -0.366
H 4.176 -1.980 1.010
H 4.861 0.336 0.870
H 3.140 0.209 0.593
H 4.137 1.819 -0.940
H 3.401 0.495 -1.809
H 5.466 1.079 -2.865
H 5.633 -0.526 -2.199
H 6.731 2.036 -0.916
H 7.687 0.839 -1.790
H 6.938 0.415 -0.255
C 3.500 -3.663 3.283
C 3.754 -2.254 3.809
C 5.231 -1.935 4.030
C 5.933 -2.831 5.051
C 5.285 -2.847 6.435
C 5.241 -1.477 7.104
H 3.838 -4.428 3.983
H 2.437 -3.831 3.104
H 4.025 -3.826 2.338
H 3.194 -2.108 4.738
H 3.345 -1.526 3.101
H 5.327 -0.889 4.332
H 5.756 -2.020 3.072
H 6.971 -2.498 5.150
H 5.981 -3.854 4.669
H 5.837 -3.543 7.070
H 4.270 -3.249 6.363
H 6.246 -1.060 7.201
H 4.808 -1.536 8.103
H 4.644 -0.767 6.530
C 2.014 -1.104 -4.958
C 3.524 -0.904 -5.045
C 3.931 0.414 -5.696
C 3.464 0.584 -7.143
C 3.922 -0.521 -8.094
C 5.439 -0.641 -8.204
H 1.549 -1.119 -5.946
H 1.768 -2.046 -4.465
H 1.548 -0.297 -4.387
H 3.975 -1.742 -5.582
H 3.939 -0.932 -4.032
H 5.019 0.516 -5.642
H 3.523 1.238 -5.100
H 3.829 1.546 -7.515
H 2.373 0.647 -7.169
H 3.501 -0.324 -9.083
H 3.503 -1.480 -7.776
H 5.880 0.302 -8.535
H 5.725 -1.413 -8.920
H 5.893 -0.899 -7.246
C -3.866 0.774 -7.640
C -2.697 1.513 -6.993
C -1.532 0.611 -6.582
C -1.864 -0.433 -5.513
C -2.421 0.142 -4.210
C -1.472 1.109 -3.510
H -4.303 0.037 -6.965
H -4.657 1.470 -7.920
H -3.551 0.252 -8.546
H -3.056 2.067 -6.120
H -2.325 2.267 -7.691
H -0.710 1.239 -6.224
H -1.149 0.096 -7.469
H -0.951 -0.994 -5.286
H -2.573 -1.164 -5.910
H -2.654 -0.687 -3.537
H -3.369 0.646 -4.404
H -0.521 0.624 -3.280
H -1.898 1.470 -2.572
H -1.257 1.983 -4.127
C -5.802 1.547 0.102
C -5.503 2.533 -1.022
C -6.748 2.970 -1.792
C -7.505 1.825 -2.468
C -6.662 0.993 -3.432
C -6.108 1.789 -4.609
H -6.234 0.620 -0.279
H -4.898 1.283 0.651
H -6.512 1.973 0.815
H -4.778 2.090 -1.712
H -5.018 3.421 -0.608
H -6.464 3.716 -2.539
H -7.429 3.478 -1.103
H -8.361 2.240 -3.008
H -7.924 1.166 -1.703
H -7.271 0.169 -3.811
H -5.835 0.527 -2.888
H -6.913 2.236 -5.196
H -5.527 1.149 -5.273
H -5.449 2.595 -4.281
*
```

Atomic partial charges in e from the Löwdin method, atoms 1 to 8: atom 1 (C): -0.166, atom 2 (Si): 0.376, atom 3 (C): -0.150, atom 4 (C): -0.152, atom 5 (O): -0.258, atom 6 (C): -0.357, atom 7 (C): -0.362, atom 8 (Si): 0.639